Entry 1:
Molecular formula: C16H16BrN12O5ReS2
Method: DFT, wB97M-V/def2-TZVPD

## Properties
E_LUMO (spin up / spin down) = 2.2 / 1.7 eV
2S+1 = 4
charge = -1
frontier orbital gap (spin up / spin down) = 8.12 / 8.15 eV

The geometry in XYZ format:
```
53
Properties=species:S:1:pos:R:3:lowdin_spin:R:1
Re 0.288 -0.677 0.389 2.406
N 0.113 -0.313 -1.739 0.028
C -1.255 -0.741 -2.137 0.003
C -2.270 -0.472 -1.029 0.024
O -3.464 -0.355 -1.287 0.040
N -1.703 -0.454 0.188 0.053
C -2.484 -0.365 1.406 0.012
C -1.630 -0.917 2.543 0.013
O -2.112 -1.236 3.599 0.014
O -0.326 -0.974 2.283 0.115
H 0.226 0.685 -1.968 0.005
H 0.818 -0.821 -2.272 0.007
H -1.242 -1.821 -2.284 0.000
H -1.577 -0.259 -3.059 -0.001
H -3.426 -0.904 1.329 0.000
H -2.696 0.680 1.655 0.001
N 2.967 1.297 1.439 0.016
C 3.285 0.190 0.684 0.022
N 4.500 -0.139 0.310 0.005
N 4.319 -1.236 -0.466 0.026
N 3.080 -1.544 -0.552 0.008
N 2.374 -0.652 0.198 0.040
C 1.725 1.878 1.419 0.019
N 1.478 3.098 1.856 0.001
N 0.160 3.267 1.648 0.027
N -0.362 2.221 1.125 0.006
N 0.619 1.292 0.953 0.019
H 3.729 1.872 1.756 0.001
S 0.388 2.936 -2.380 0.001
C -1.263 3.018 -2.146 0.000
N -1.891 2.871 -0.991 0.000
C -3.325 3.107 -0.951 0.000
C -3.821 2.899 -2.377 0.000
S -2.409 3.353 -3.437 0.000
H -1.337 2.656 -0.151 0.000
H -3.518 4.126 -0.602 0.000
H -3.797 2.396 -0.276 0.000
H -4.678 3.523 -2.617 0.000
H -4.060 1.851 -2.546 0.000
Br -2.655 -6.992 -1.907 0.000
C -1.103 -6.578 -0.891 0.000
C -0.286 -7.610 -0.462 0.001
C 0.843 -7.303 0.286 0.000
C 1.140 -5.986 0.600 0.000
C 0.312 -4.964 0.155 -0.001
C -0.820 -5.257 -0.596 0.001
C 0.641 -3.545 0.531 0.012
O 1.412 -3.300 1.431 0.024
O 0.019 -2.644 -0.199 0.050
H -0.525 -8.634 -0.714 0.000
H 1.486 -8.102 0.632 0.000
H 2.008 -5.724 1.189 0.000
H -1.464 -4.457 -0.933 0.000
```



Entry 2:
Molecular formula: C16H16Cl2N2O2
Method: DFT, wB97M-V/def2-TZVPD

## Properties
E_LUMO = 0.5 eV
structure (SMILES) = O=C(Nc1cc(Cl)cc(Cl)c1)[C@H](NCCO)c1ccccc1
frontier orbital gap = 9.52 eV

The geometry in XYZ format:
```
38
Properties=species:S:1:pos:R:3:lowdin_charge:R:1
O 0.528 -2.061 1.012 0.089
C 0.211 -0.992 0.544 -0.413
N 1.079 -0.077 0.016 0.148
C 2.470 -0.117 -0.034 -0.205
C 3.202 -1.233 0.360 -0.033
C 4.583 -1.195 0.277 -0.662
Cl 5.490 -2.574 0.766 0.699
C 5.258 -0.078 -0.191 -0.140
C 4.511 1.023 -0.579 -0.672
Cl 5.318 2.430 -1.164 0.689
C 3.130 1.018 -0.507 -0.050
C -1.258 -0.587 0.346 -0.219
N -1.686 -1.070 -0.964 -0.025
C -1.982 -2.498 -1.026 -0.186
C -3.405 -2.739 -0.512 -0.261
O -4.339 -1.962 -1.216 -0.066
C -1.467 0.900 0.508 -0.203
C -1.095 1.501 1.707 -0.036
C -1.253 2.862 1.888 -0.074
C -1.786 3.640 0.872 -0.086
C -2.164 3.048 -0.320 -0.076
C -2.005 1.684 -0.504 -0.038
H 0.666 0.795 -0.294 0.138
H 2.696 -2.109 0.731 0.100
H 6.334 -0.065 -0.250 0.103
H 2.570 1.888 -0.812 0.112
H -1.844 -1.115 1.106 0.158
H -0.990 -0.825 -1.661 0.126
H -1.938 -2.798 -2.075 0.126
H -1.270 -3.107 -0.455 0.115
H -3.684 -3.783 -0.661 0.120
H -3.462 -2.517 0.565 0.110
H -3.971 -1.070 -1.266 0.071
H -0.681 0.892 2.499 0.125
H -0.961 3.317 2.822 0.105
H -1.910 4.703 1.013 0.103
H -2.587 3.648 -1.112 0.104
H -2.308 1.222 -1.431 0.104
```



Entry 3:
Molecular formula: C16H16Cl5N8OSTl
Method: DFT, wB97M-V/def2-TZVPD

## Properties
E_LUMO = 0.0 eV
frontier orbital gap = 7.09 eV

The geometry in XYZ format:
```
48
Properties=species:S:1:pos:R:3:lowdin_charge:R:1
Tl 0.577 -0.901 0.192 0.752
N -0.863 0.016 4.615 0.107
C -0.186 -1.090 5.065 -0.077
C 0.562 -1.516 4.008 -0.130
N 0.358 -0.701 2.935 0.028
C -0.500 0.217 3.317 -0.279
C -0.973 1.276 2.450 -0.273
N -0.672 1.368 1.172 0.055
C -1.318 2.476 0.705 -0.162
C -2.019 3.071 1.712 -0.076
N -1.791 2.299 2.822 0.109
H -1.530 0.539 5.152 0.151
H -0.293 -1.464 6.068 0.111
H 1.233 -2.356 3.949 0.111
H -1.261 2.764 -0.329 0.083
H -2.655 3.938 1.728 0.113
H -2.155 2.485 3.739 0.152
C 3.097 3.406 -3.262 -0.008
C 3.873 2.334 -2.594 -0.349
N 5.152 2.207 -2.644 0.110
N 5.413 1.086 -1.910 0.010
C 4.315 0.500 -1.384 -0.840
S 4.256 -0.879 -0.487 0.549
N 3.305 1.333 -1.826 -0.092
N 1.955 1.168 -1.564 0.074
H 3.794 4.047 -3.793 0.085
H 2.542 4.006 -2.539 0.081
H 2.387 2.980 -3.972 0.086
H 6.350 0.741 -1.816 0.143
H 1.482 0.680 -2.320 0.086
H 1.523 2.059 -1.368 0.094
Cl -2.875 0.695 -1.695 0.627
C -3.165 -0.782 -0.803 -0.719
C -2.077 -1.395 -0.198 -0.282
C -2.410 -2.578 0.465 -0.718
Cl -1.134 -3.488 1.256 0.585
C -3.694 -3.110 0.542 -0.718
Cl -4.011 -4.587 1.384 0.650
C -4.738 -2.444 -0.092 -0.718
Cl -6.340 -3.079 -0.033 0.659
C -4.472 -1.264 -0.780 -0.719
Cl -5.761 -0.446 -1.592 0.648
C 1.063 -2.845 -2.694 -0.163
O 0.438 -1.565 -2.746 -0.226
H 0.932 -3.391 -3.632 0.081
H 0.674 -3.448 -1.869 0.070
H 2.125 -2.673 -2.524 0.069
H -0.514 -1.690 -2.809 0.069
```



Entry 4:
Molecular formula: C16H16ClIrN5O5Se
Method: DFT, wB97M-V/def2-TZVPD

## Properties
E_LUMO (spin up / spin down) = -2.3 / -2.2 eV
2S+1 = 2
frontier orbital gap (spin up / spin down) = 5.23 / 5.21 eV

The geometry in XYZ format:
```
45
Properties=species:S:1:pos:R:3:lowdin_spin:R:1
Ir -0.719 -0.035 -0.335 0.714
O 2.269 -2.516 1.572 0.000
C 1.614 -1.853 0.775 0.001
N 0.674 -0.961 1.107 0.038
C 0.369 -0.834 2.505 0.006
C -0.308 0.469 2.778 0.009
C -0.638 0.857 4.076 0.001
C -1.199 2.100 4.282 0.004
C -1.412 2.926 3.186 0.002
C -1.093 2.452 1.928 0.011
N -0.563 1.249 1.731 0.070
C 1.813 -1.963 -0.702 0.003
C 2.739 -2.867 -1.207 0.000
C 2.852 -3.005 -2.579 0.002
C 2.065 -2.207 -3.391 -0.001
C 1.207 -1.289 -2.800 0.003
N 1.074 -1.187 -1.490 0.012
H 1.293 -0.906 3.097 0.000
H -0.285 -1.660 2.820 0.000
H -0.449 0.180 4.894 0.000
H -1.466 2.431 5.275 0.000
H -1.824 3.917 3.301 0.000
H -1.249 3.058 1.048 0.001
H 3.322 -3.446 -0.507 0.000
H 3.531 -3.726 -3.005 0.000
H 2.106 -2.280 -4.466 0.000
H 0.610 -0.620 -3.400 0.000
Cl -2.204 -1.883 -0.171 0.040
O -3.634 -0.475 -2.451 0.013
Se -2.282 -0.657 -3.300 0.010
O -1.677 -2.136 -3.152 0.022
O -1.124 0.421 -2.577 0.037
O -2.441 2.556 -2.218 0.002
C -5.206 3.259 -1.808 0.000
N -4.379 2.468 -0.940 0.000
C -4.753 1.829 0.217 0.001
C -3.677 1.119 0.639 0.001
N -2.640 1.310 -0.234 -0.003
C -3.104 2.110 -1.181 0.000
H -5.847 3.906 -1.211 0.000
H -5.824 2.617 -2.439 0.000
H -4.566 3.861 -2.453 0.000
H -5.737 1.934 0.623 0.000
H -3.581 0.476 1.490 0.000
H -1.795 1.802 -2.466 0.001
```